Entry 1:
{
  "formula": "C4H13N2O",
  "method": "the ωB97M-V functional and the def2-TZVPD basis",
  "symbols": ["C", "C", "C", "C", "N", "N", "H", "H", "H", "H", "H", "H", "H", "H", "H", "H", "H", "H", "H", "O"],
  "coordinates": [[-0.30611, 1.20900, -0.82174], [-0.82981, -0.23036, -0.87192], [-1.61835, -0.41084, 0.45575], [-0.43647, -1.09072, 2.43923], [-0.61706, -0.14191, 1.51244], [0.91078, 1.29724, 0.02049], [-1.01739, 1.80028, -0.24232], [-0.21559, 1.71921, -1.78057], [-1.39986, -0.31187, -1.79876], [0.00002, -0.91640, -0.75239], [-2.29298, 0.45823, 0.52419], [-2.09374, -1.39555, 0.47465], [-1.24461, -1.69843, 2.85849], [0.57847, -1.34992, 2.78612], [1.30175, 2.23654, 0.09412], [0.65678, 1.01592, 0.99606], [1.61546, 0.63978, -0.31483], [2.36672, -0.55293, -2.52077], [2.29597, -1.62210, -1.48327], [2.34603, -0.65517, -1.57500]],
  "spin_multiplicity": 2,
  "e_homo_ha": [-0.131, -0.247],
  "homo_lumo_gap_ha": [0.137, 0.253],
  "charge": 0,
  "largest_force_ev_per_a": 1.84
}

Entry 2:
{
  "formula": "C2H10NO",
  "method": "the ωB97M-V functional and the def2-TZVPD basis",
  "symbols": ["N", "H", "H", "H", "H", "C", "O", "C", "H", "H", "H", "H", "H", "H"],
  "coordinates": [[1.66991, -1.61499, -0.88755], [1.25032, -2.49391, -0.61372], [2.53886, -1.54308, -0.35999], [1.00229, -0.72018, -0.64893], [1.86685, -1.60331, -1.88548], [-1.18326, 0.32798, 0.05702], [0.11255, 0.35580, -0.64974], [-1.22032, 1.37538, 1.12545], [-1.23168, -0.65862, 0.51132], [-1.91998, 0.52286, -0.71510], [0.62721, 1.11381, -0.34378], [-0.26308, 1.29333, 1.67541], [-1.90068, 1.25015, 1.96783], [-1.34899, 2.39477, 0.76727]],
  "e_homo_ha": -0.581,
  "homo_lumo_gap_ha": 0.447,
  "charge": 1,
  "largest_force_ev_per_a": 1.72
}

Entry 3:
{
  "formula": "C48H144O48",
  "method": "the ωB97M-V functional and the def2-TZVPD basis",
  "symbols": ["C", "C", "O", "O", "H", "H", "H", "H", "H", "H", "C", "C", "O", "O", "H", "H", "H", "H", "H", "H", "C", "C", "O", "O", "H", "H", "H", "H", "H", "H", "C", "C", "O", "O", "H", "H", "H", "H", "H", "H", "C", "C", "O", "O", "H", "H", "H", "H", "H", "H", "C", "C", "O", "O", "H", "H", "H", "H", "H", "H", "C", "C", "O", "O", "H", "H", "H", "H", "H", "H", "C", "C", "O", "O", "H", "H", "H", "H", "H", "H", "C", "C", "O", "O", "H", "H", "H", "H", "H", "H", "C", "C", "O", "O", "H", "H", "H", "H", "H", "H", "C", "C", "O", "O", "H", "H", "H", "H", "H", "H", "C", "C", "O", "O", "H", "H", "H", "H", "H", "H", "C", "C", "O", "O", "H", "H", "H", "H", "H", "H", "C", "C", "O", "O", "H", "H", "H", "H", "H", "H", "C", "C", "O", "O", "H", "H", "H", "H", "H", "H", "C", "C", "O", "O", "H", "H", "H", "H", "H", "H", "C", "C", "O", "O", "H", "H", "H", "H", "H", "H", "C", "C", "O", "O", "H", "H", "H", "H", "H", "H", "C", "C", "O", "O", "H", "H", "H", "H", "H", "H", "C", "C", "O", "O", "H", "H", "H", "H", "H", "H", "C", "C", "O", "O", "H", "H", "H", "H", "H", "H", "C", "C", "O", "O", "H", "H", "H", "H", "H", "H", "C", "C", "O", "O", "H", "H", "H", "H", "H", "H", "C", "C", "O", "O", "H", "H", "H", "H", "H", "H"],
  "coordinates": [[-1.02637, -0.29377, -6.77475], [-0.56489, -1.62359, -7.47733], [0.89288, -1.84707, -7.36078], [-2.40206, -0.29388, -6.90369], [-0.70947, 0.50237, -7.44843], [-0.83421, -0.20309, -5.70567], [-0.75672, -1.61198, -8.55026], [-1.03657, -2.50104, -7.03494], [0.96868, -2.78873, -7.53145], [-2.64076, -0.97421, -6.26983], [-2.24114, -1.44351, 6.75898], [-1.95178, -0.88043, 8.24249], [-2.84849, -1.38834, 9.15162], [-2.06966, -2.82707, 6.72568], [-1.77743, -0.85093, 5.97036], [-3.23816, -1.22377, 6.37723], [-2.25884, 0.16540, 8.23440], [-0.88210, -0.86487, 8.45138], [-2.55439, -1.35122, 10.06471], [-1.74269, -3.11979, 7.57950], [1.96445, 6.30935, -4.73439], [1.78825, 4.79405, -4.88706], [1.23320, 4.19443, -3.77518], [2.38296, 6.84648, -5.95042], [2.82642, 6.41606, -4.07582], [1.13603, 6.78443, -4.20891], [2.66905, 4.15837, -4.97761], [1.40521, 4.69159, -5.90239], [1.89555, 4.13399, -3.08292], [2.62402, 7.77551, -5.93016], [-3.28534, 3.93054, 0.04013], [-2.59945, 4.59193, 1.29508], [-3.55645, 4.65421, 2.36099], [-3.16002, 2.51427, -0.03974], [-2.76722, 4.23281, -0.86998], [-4.32005, 4.25960, -0.05573], [-2.31095, 5.64257, 1.32683], [-1.69682, 4.02300, 1.51797], [-3.69347, 3.74135, 2.62466], [-3.77174, 2.34044, -0.75888], [4.65515, -4.64700, 2.28255], [4.49267, -6.07710, 2.83033], [5.19646, -6.53867, 4.02684], [5.87431, -4.55308, 1.66284], [4.74657, -3.92596, 3.09486], [3.78517, -4.39977, 1.67415], [4.77395, -6.80716, 2.07140], [3.44223, -6.24460, 3.06832], [6.13870, -6.41100, 3.89465], [5.79662, -4.62539, 0.70872], [-4.10677, -2.97664, -5.11886], [-3.84176, -4.14593, -4.19594], [-2.95214, -5.18889, -4.71171], [-3.33519, -1.82133, -5.00626], [-5.15729, -2.75303, -4.93314], [-4.19163, -3.44301, -6.10038], [-4.77815, -4.69746, -4.11188], [-3.44687, -3.88001, -3.21540], [-2.03533, -5.01309, -4.48775], [-3.93143, -1.09818, -4.79853], [-1.30929, -5.42919, -0.20648], [-2.19060, -4.49172, 0.66109], [-2.05890, -4.86634, 2.04284], [0.04572, -5.45573, 0.10560], [-1.49900, -5.22679, -1.26058], [-1.65370, -6.44951, -0.03786], [-3.22214, -4.48645, 0.30893], [-1.84098, -3.47091, 0.50679], [-2.68438, -4.32093, 2.52543], [0.08124, -5.42304, 1.06439], [4.20106, -0.64696, -3.40254], [3.02144, 0.33268, -3.02737], [3.33412, 1.44581, -2.09347], [4.36271, -1.37764, -2.23269], [5.08871, -0.05105, -3.61481], [3.95247, -1.22218, -4.29441], [2.14134, -0.23999, -2.73485], [2.62368, 0.66722, -3.98549], [2.50737, 1.93363, -2.10380], [4.48183, -0.75482, -1.51192], [2.09945, 4.41903, -0.09988], [2.92947, 5.61490, -0.70333], [4.24069, 5.35202, -0.87915], [1.87744, 3.43200, -1.08509], [1.11106, 4.77505, 0.19069], [2.56940, 4.06961, 0.81945], [2.79977, 6.55868, -0.17365], [2.54447, 5.86048, -1.69306], [4.42694, 4.45914, -0.57971], [1.21697, 2.80162, -0.78842], [3.52763, -3.20632, 6.99572], [3.58761, -1.67256, 6.78382], [2.48828, -0.89153, 7.26874], [3.55133, -3.59918, 8.38161], [4.40812, -3.61275, 6.49807], [2.53703, -3.51489, 6.66165], [3.71288, -1.47032, 5.72010], [4.44101, -1.26939, 7.32905], [2.46725, -0.05285, 6.80206], [3.58040, -4.55734, 8.43355], [2.86573, 2.16008, 4.89679], [2.87453, 2.03339, 3.31688], [1.69278, 2.32535, 2.68030], [2.12678, 1.11401, 5.55200], [2.50802, 3.14152, 5.20809], [3.90517, 2.14013, 5.22430], [3.33012, 1.11562, 2.94507], [3.66989, 2.74805, 3.10526], [1.32590, 1.46889, 2.44905], [1.18833, 1.25647, 5.40844], [6.58755, 0.82790, -0.75646], [6.84642, 2.32893, -0.39904], [5.91522, 3.08732, -1.28659], [5.20124, 0.52788, -0.41588], [7.30948, 0.19243, -0.24351], [6.65970, 0.65000, -1.82942], [7.87488, 2.57399, -0.66424], [6.57615, 2.64391, 0.60884], [6.00516, 4.01154, -1.53017], [4.65487, 1.12151, -0.93615], [-2.17171, 3.83521, -3.74909], [-2.27037, 3.25418, -5.28621], [-1.00722, 2.94418, -5.94462], [-1.37511, 2.99043, -2.88310], [-3.16141, 4.01383, -3.32874], [-1.81547, 4.86482, -3.71598], [-2.81886, 4.00454, -5.85562], [-2.81799, 2.31173, -5.28903], [-1.09057, 2.29314, -6.64519], [-0.46309, 2.93387, -3.17740], [-7.48560, 3.49899, -3.38946], [-5.98203, 3.49955, -3.09440], [-5.72103, 2.54383, -2.02149], [-7.88804, 4.05759, -4.67998], [-8.20485, 3.89616, -2.67320], [-7.74297, 2.46409, -3.61491], [-5.51774, 4.46780, -2.90718], [-5.43458, 3.15446, -3.97150], [-5.61504, 3.01409, -1.19130], [-8.30421, 3.37259, -5.20833], [-0.16604, -2.22303, 3.90636], [0.00734, -3.58728, 4.46034], [0.84185, -4.36101, 3.57472], [-1.01152, -2.13803, 2.74334], [0.79968, -1.78950, 3.64647], [-0.68986, -1.69263, 4.70159], [-0.97415, -4.05526, 4.38437], [0.42484, -3.40254, 5.45012], [1.72867, -4.12612, 3.85754], [-0.88230, -2.97575, 2.29265], [-1.39914, 8.89970, -1.84716], [-1.63176, 7.59439, -1.17037], [-2.99900, 7.35971, -1.33916], [-0.19616, 9.46093, -1.55547], [-2.18254, 9.61649, -1.60100], [-1.49650, 8.84867, -2.93161], [-1.39419, 7.84373, -0.13621], [-0.99429, 6.76553, -1.47816], [-3.53800, 7.98389, -0.84778], [0.09549, 9.94048, -2.33430], [6.53626, -3.91044, -2.58970], [6.92013, -5.38714, -2.68122], [7.53856, -5.93366, -1.46684], [5.40583, -3.72061, -1.69644], [6.29304, -3.47011, -3.55668], [7.28491, -3.15416, -2.35379], [7.67354, -5.51615, -3.45828], [6.04072, -5.92904, -3.02919], [7.95709, -5.23054, -0.96477], [5.02828, -2.84709, -1.82300], [-2.83762, 0.72737, 2.85946], [-3.93469, 1.19472, 3.71110], [-4.77048, 2.25976, 3.33171], [-1.60788, 1.55929, 2.84424], [-3.24918, 0.63019, 1.85482], [-2.71978, -0.28002, 3.25867], [-3.36779, 1.55909, 4.56780], [-4.51107, 0.39304, 4.17280], [-5.65306, 2.15334, 3.69410], [-1.07628, 1.25972, 2.10312], [-5.30060, -2.89864, 4.88282], [-4.14025, -3.33588, 3.94832], [-3.35618, -4.37798, 4.43457], [-6.35020, -3.80628, 4.65055], [-5.64314, -1.91555, 4.55988], [-5.07402, -2.96722, 5.94680], [-3.50529, -2.45085, 3.98898], [-4.58880, -3.62291, 2.99726], [-2.96444, -3.92654, 5.18579], [-6.45804, -4.39627, 5.40014], [0.30595, -3.91413, -3.94500], [0.30352, -2.42252, -3.51675], [-0.97739, -2.13590, -2.92541], [-0.58610, -4.29986, -5.04145], [-0.15746, -4.66079, -3.30015], [1.31960, -4.23229, -4.18876], [0.51790, -1.69924, -4.30352], [1.07688, -2.38357, -2.74961], [-1.51775, -2.05506, -3.71476], [-0.29449, -5.16173, -5.34762], [-0.71537, 0.45983, -0.20294], [0.47643, -0.33852, 0.30181], [0.82500, 0.08967, 1.62333], [-0.31987, 1.85071, -0.28924], [-1.59931, 0.40039, 0.43207], [-0.98220, -0.02145, -1.14383], [1.23924, -0.18130, -0.46076], [0.21135, -1.38870, 0.17949], [0.29096, -0.41364, 2.24226], [-1.04192, 2.45010, -0.49169], [-4.48738, -0.91065, -1.75193], [-5.21560, -1.78002, -0.83976], [-5.21066, -1.31640, 0.53468], [-5.41446, -0.06932, -2.36764], [-4.26871, -1.51971, -2.62904], [-3.63028, -0.40942, -1.30218], [-4.70217, -2.74042, -0.79364], [-6.25000, -2.07554, -1.01517], [-5.85811, -0.60874, 0.57493], [-5.30598, 0.83543, -2.06559], [0.53950, 5.63501, 3.75082], [-0.38479, 6.45628, 4.60816], [-1.63613, 6.25815, 4.02893], [0.04336, 4.34081, 3.53010], [1.55018, 5.62308, 4.15887], [0.65751, 5.99867, 2.73009], [-0.04745, 7.47830, 4.43563], [-0.24485, 6.23291, 5.66581], [-1.65231, 5.34652, 3.72848], [0.77311, 3.72657, 3.42164], [2.82472, -6.99204, -0.77785], [2.51682, -5.87631, -1.62251], [3.58486, -5.68463, -2.53474], [4.07937, -6.94329, -0.07703], [2.78668, -7.90597, -1.37062], [1.97940, -7.17518, -0.11453], [2.38865, -4.97530, -1.02264], [1.53784, -6.14793, -2.01742], [4.15165, -4.99860, -2.17458], [4.66364, -6.57971, -0.74639]],
  "e_homo_ha": -0.342,
  "homo_lumo_gap_ha": 0.348,
  "charge": 0,
  "largest_force_ev_per_a": 3.77
}

The evaluated relative energy (zero: lowest compared OMol25 entry of this formula, charge and spin) for the records listed, in turn: 54.11; 13.40; 244.67 kcal/mol.